This record from the Open Molecules 2025 dataset describes a cluster of 3 separate species, C17H32F3N2 in total in a non-equilibrium geometry. The level of theory is ωB97M-V/def2-TZVPD.

```
54
Properties=species:S:1:pos:R:3:forces:R:3
F 3.883272 2.164094 5.954953 -0.5 -1.0 -1.2
C 3.522493 1.048138 5.279208 0.9 -1.1 1.0
F 4.121855 0.955692 4.070652 -1.0 0.7 1.3
F 3.977272 -0.021810 6.013704 -0.7 1.1 -0.6
C 1.977034 0.914818 5.157879 -2.0 0.4 -3.1
C 1.296831 1.016586 3.853387 -1.5 -0.7 2.8
C -0.139836 0.819528 3.946887 1.0 0.0 0.3
C -0.806034 0.543524 5.223013 1.7 0.5 -1.3
N -0.088554 0.507110 6.353579 -1.4 -0.2 -1.2
N 1.190652 0.683729 6.232746 2.8 0.3 0.3
H 1.836956 1.197041 2.903352 -0.4 -0.1 0.8
H -0.763442 0.866634 3.022229 0.6 -0.1 0.9
H -1.900569 0.364212 5.277429 1.0 0.2 0.1
H 1.710334 0.627662 7.123119 -0.5 0.0 -0.2
C -2.921195 -0.790352 0.975696 0.2 -0.1 -0.1
C -2.085000 0.081991 0.044777 -0.1 0.1 0.1
C -2.712317 1.447407 -0.233702 0.1 0.1 -0.1
C -4.067221 1.411801 -0.943225 -0.1 -0.1 0.1
C -4.078149 0.689099 -2.290317 0.0 0.1 0.0
C -3.175856 1.338693 -3.332952 0.0 -0.1 -0.1
H -3.893328 -1.027610 0.542080 0.0 0.0 0.1
H -2.405547 -1.733497 1.170440 -0.1 0.0 0.0
H -3.084218 -0.288958 1.935430 -0.1 0.0 0.0
H -1.902162 -0.452970 -0.890982 0.0 0.0 0.0
H -1.102089 0.239381 0.506096 0.1 0.0 -0.1
H -2.007985 2.042346 -0.823591 0.0 0.0 0.0
H -2.834003 1.983356 0.715696 0.0 0.0 0.0
H -4.406065 2.442451 -1.090847 0.0 0.0 0.0
H -4.809689 0.944727 -0.288212 0.0 0.0 0.0
H -5.103172 0.686578 -2.671637 0.0 -0.1 0.1
H -3.796292 -0.360722 -2.163943 0.0 0.0 0.0
H -3.464686 2.378170 -3.505309 0.1 0.0 0.0
H -3.253387 0.806722 -4.283137 0.0 0.1 0.0
H -2.126559 1.318489 -3.029143 0.0 0.0 0.0
C 1.351020 0.985204 -1.944487 0.1 0.1 0.1
C 2.287731 0.301869 -2.933953 -0.1 0.0 0.0
C 1.684839 -0.949521 -3.570792 0.1 -0.1 -0.1
C 1.346343 -2.080988 -2.597198 -0.1 0.1 0.1
C 2.516885 -2.591802 -1.756676 -0.1 -0.1 -0.1
C 3.640192 -3.198989 -2.588531 0.1 0.0 0.1
H 1.118316 0.336424 -1.096014 -0.1 0.0 0.0
H 1.814553 1.893314 -1.551520 -0.1 0.0 0.0
H 0.413502 1.267944 -2.430354 0.0 0.0 0.1
H 3.232746 0.061933 -2.437677 0.0 0.0 0.0
H 2.530727 1.012405 -3.729096 0.0 0.0 0.0
H 2.374750 -1.320642 -4.334314 0.0 0.0 0.0
H 0.770491 -0.670169 -4.105404 0.0 0.0 0.0
H 0.931132 -2.916403 -3.170611 0.0 0.0 0.0
H 0.546394 -1.754498 -1.923274 0.0 0.0 0.0
H 2.140794 -3.357247 -1.070328 0.0 0.1 0.0
H 2.917324 -1.788355 -1.129767 0.0 0.0 0.0
H 3.271294 -4.030282 -3.193587 0.0 0.1 0.0
H 4.428449 -3.581832 -1.936836 0.0 0.0 -0.1
H 4.093174 -2.462422 -3.254934 0.0 0.0 0.0
```
Positions in Å, forces in eV/Å.

charge: +1
molecular weight: 321.45 g mol⁻¹
Kohn-Sham gap: 6.90 eV
highest occupied orbital energy: -12.75 eV
spin multiplicity: 1


This record from the Open Molecules 2025 dataset describes a structure of composition C20H16BrN3O6S2Ti. The level of theory is ωB97M-V/def2-TZVPD.

```
49
Properties=species:S:1:pos:R:3:forces:R:3
Ti -0.380347 0.032500 0.639205 0.4 -0.2 -0.4
C -5.643967 -1.524824 4.536170 0.0 0.0 0.0
C -4.369674 -0.743259 4.346109 -0.1 0.0 0.0
C -3.142793 -1.386968 4.269376 0.1 0.0 0.0
C -1.974395 -0.670783 4.043819 -0.1 -0.1 0.0
C -2.028277 0.703312 3.904123 -0.1 0.1 0.0
C -3.248633 1.365634 3.974150 0.1 -0.1 0.0
C -4.408236 0.641649 4.198389 0.0 0.0 0.0
S -0.534477 1.634883 3.602380 0.0 0.0 0.1
O 0.152647 1.727789 4.879957 0.1 0.0 0.0
O -1.018625 2.878067 3.039698 0.0 0.1 0.0
N 0.283165 0.791180 2.560286 -0.1 0.0 0.0
C 1.594948 0.260606 2.925852 -0.1 0.1 -0.1
C 2.326586 -0.172204 1.650893 -0.1 0.0 -0.1
O 3.505517 -0.481991 1.702477 0.0 0.0 0.0
O 1.591333 -0.193790 0.574366 0.1 -0.1 0.2
H -5.437403 -2.589754 4.643778 0.0 0.0 0.0
H -6.310173 -1.399733 3.679640 0.0 0.0 0.0
H -6.184628 -1.191496 5.425834 0.0 0.0 0.0
H -3.099478 -2.468104 4.331380 0.0 0.0 0.0
H -1.032375 -1.185638 3.916136 0.0 0.0 0.0
H -3.268921 2.435896 3.818322 0.0 0.0 0.0
H -5.365614 1.152898 4.231633 0.0 0.0 0.0
H 1.533828 -0.623966 3.571889 0.0 0.0 0.0
H 2.220116 0.985811 3.446655 0.0 0.0 0.0
S -0.922254 0.755823 -2.777434 0.0 0.0 0.0
C -2.073890 -0.216479 -1.924188 0.1 -0.1 0.2
C -3.422267 -0.308400 -2.355682 0.0 0.0 -0.1
C -4.506267 -0.808771 -1.657203 0.0 0.0 0.0
C -4.403135 -1.180931 -0.233675 0.0 0.0 0.0
C -3.539877 -0.213300 0.616403 0.0 0.0 0.0
N -1.588733 -0.838617 -0.799891 0.0 0.2 0.1
H -3.592721 0.092716 -3.349797 0.0 0.0 0.0
H -5.476474 -0.882927 -2.137148 0.0 0.0 0.0
H -5.371313 -1.459147 0.189734 0.0 0.0 0.0
H -3.792393 -0.307688 1.674541 0.0 0.0 0.0
Br 0.156294 3.294449 0.025485 0.0 0.0 0.0
C -1.678930 2.848687 0.037289 0.2 -0.1 0.0
C -2.611026 3.814566 -0.281578 -0.1 0.0 0.0
C -3.940894 3.423778 -0.312381 0.1 0.0 0.0
C -4.267633 2.111401 -0.039615 0.0 0.0 0.0
C -3.260372 1.205282 0.272109 0.0 -0.1 0.1
N -1.962473 1.592494 0.339854 -0.4 0.3 0.0
C -2.405267 -1.202308 0.303582 0.1 -0.2 0.0
O -3.405966 -2.237545 0.049110 0.0 0.0 0.0
O -1.501550 -1.395168 1.321614 -0.1 0.0 0.0
H -2.294782 4.820278 -0.511212 0.0 0.0 0.0
H -4.709378 4.145097 -0.565414 0.0 0.0 0.0
H -5.286423 1.753193 -0.089921 0.0 0.0 0.0
```
Positions in Å, forces in eV/Å.

charge: -2
molecular weight: 586.27 g mol⁻¹
⟨S²⟩: 2.0140
Kohn-Sham gap (alpha / beta): 3.83 / 5.85 eV
highest occupied orbital energy (alpha / beta): 0.65 / -1.37 eV
spin multiplicity: 3


This record from the Open Molecules 2025 dataset describes a structure of composition C18H30MnN4O4. The level of theory is ωB97M-V/def2-TZVPD.

```
57
Properties=species:S:1:pos:R:3:forces:R:3
Mn 0.183000 -0.423549 -1.599431 0.0 0.1 0.2
C -1.856678 -1.119327 -6.318314 0.0 0.0 0.0
N -0.737437 -1.406315 -5.413110 0.0 0.0 0.0
C 0.265606 -2.370459 -5.886330 0.0 0.0 0.0
C -0.647870 -0.868372 -4.227298 -0.1 0.1 0.0
O 0.308682 -1.115687 -3.431868 0.0 0.1 0.1
C -1.732605 0.106736 -3.777121 0.1 0.0 0.1
O -1.500633 0.426197 -2.393605 0.0 0.0 0.0
C -1.675364 1.794270 -1.991260 0.1 0.0 0.0
C -0.370185 2.293848 -1.374016 -0.1 -0.1 -0.1
O 0.546324 1.453587 -1.148393 0.0 -0.3 -0.1
N -0.250582 3.565638 -1.092782 0.0 0.0 0.0
C -1.322512 4.529690 -1.368147 0.0 0.0 0.0
C 0.984719 4.096392 -0.503720 0.0 0.0 0.0
H -1.562649 -1.414388 -7.321083 0.0 0.0 0.0
H -2.086430 -0.055876 -6.339680 0.0 0.0 0.0
H -2.741595 -1.689356 -6.034866 0.0 0.0 0.0
H 0.780197 -1.952450 -6.749836 0.0 0.0 0.0
H -0.242839 -3.287642 -6.178064 0.0 0.0 0.0
H 0.978015 -2.578141 -5.097232 0.0 0.0 0.0
H -2.725929 -0.332997 -3.875299 0.0 0.0 0.0
H -1.689664 1.012206 -4.385611 0.0 0.0 0.0
H -2.477400 1.830941 -1.251538 0.0 0.0 0.0
H -1.970169 2.404775 -2.844313 0.0 0.0 0.0
H -2.295363 4.132283 -1.085319 0.0 0.0 0.0
H -1.325409 4.820781 -2.418868 0.0 0.0 0.0
H -1.141005 5.415850 -0.767255 0.0 0.0 0.0
H 1.750445 3.329717 -0.502709 0.0 0.0 0.0
H 0.785563 4.425058 0.515359 0.0 0.0 0.0
H 1.316147 4.946621 -1.096807 0.0 0.0 0.0
C 0.627036 0.582146 4.722274 0.0 0.0 0.0
C 1.783979 0.099791 3.855954 0.0 0.0 0.0
N 2.010734 -1.344730 3.909429 0.0 0.0 -0.1
C 3.096620 -1.848570 4.763459 0.0 0.0 0.0
C 2.776315 -1.782645 6.248114 0.0 0.0 0.0
C 1.154323 -2.245739 3.390107 0.0 0.0 0.0
O 1.174073 -3.443514 3.602975 0.0 0.0 0.0
C 0.099945 -1.768771 2.412518 0.1 0.0 0.0
C -1.242289 -2.000750 2.681056 0.0 0.0 0.1
C -2.190394 -1.728161 1.709996 0.0 0.0 -0.1
C -1.769991 -1.267481 0.479611 0.1 0.0 -0.1
N -0.471346 -1.065230 0.196512 0.0 0.3 0.0
C 0.440642 -1.297692 1.160487 -0.1 0.0 -0.1
H 0.573873 1.671376 4.709194 0.0 0.0 0.0
H 0.753264 0.261754 5.754710 0.0 0.0 0.0
H -0.328917 0.194744 4.366029 0.0 0.0 0.0
H 2.711879 0.566498 4.184896 0.0 0.0 0.0
H 1.636858 0.416466 2.820094 0.0 0.0 0.0
H 3.987638 -1.262748 4.531362 0.0 0.0 0.0
H 3.282123 -2.876879 4.464404 0.0 0.0 0.0
H 2.630567 -0.756450 6.587273 0.0 0.0 0.0
H 3.602717 -2.202351 6.820489 0.0 0.0 0.0
H 1.880283 -2.360836 6.474093 0.0 0.0 0.0
H -1.531380 -2.410245 3.640793 0.0 0.0 0.0
H -3.242681 -1.893838 1.890953 0.0 0.0 0.0
H -2.473692 -1.075513 -0.320187 0.0 0.0 0.0
H 1.481442 -1.130659 0.901920 0.0 0.0 0.0
```
Positions in Å, forces in eV/Å.

charge: +2
molecular weight: 421.40 g mol⁻¹
⟨S²⟩: 0.7735
Kohn-Sham gap (alpha / beta): 7.81 / 7.82 eV
highest occupied orbital energy (alpha / beta): -13.75 / -13.75 eV
spin multiplicity: 2